a.
The following is a quantum chemistry calculation of a structure of composition C2ClF2OS, from OMol25.

Element x y z (Å)
C -0.5674 -0.9589 -0.1042
C 0.0091 0.4301 0.0828
O -0.0585 -2.0070 -0.3167
F -0.0723 1.2604 -0.9146
F 2.5839 0.5861 -0.3619
S -2.1737 -0.4119 0.0747
Cl 0.2789 1.1011 1.5399

Values from the calculation:
LUMO (spin up / spin down)	0.1036 / 0.1036	Ha
total charge	-1
frontier orbital gap (spin up / spin down)	7.580 / 7.582	eV

=====

b.
The following is a quantum chemistry calculation of the ion C2ClF2OS with charge -1, from OMol25.

Element x y z (Å)
O -1.2325 0.1819 -1.4277
C -0.8693 -0.2270 -0.3447
S -1.7177 -1.3204 0.6102
C 0.3508 0.3036 0.2974
F 0.6891 -0.1261 1.5118
F 0.7003 1.6124 0.1618
Cl 2.0792 -0.4244 -0.8088

Values from the calculation:
LUMO	0.1163	Ha
SMILES	[O-]C(=S)C(F)(F)Cl
total charge	-1
frontier orbital gap	7.343	eV

=====

Most favorable structure: b. The second most favorable one is 224.3 kJ/mol above it.

=====

a.
The following is a quantum chemistry calculation of the molecule C5H10N2O3S, from OMol25.

Element x y z (Å)
N -1.2040 2.8324 -2.2870
C -0.5747 2.6285 -1.0160
C -0.2019 1.1553 -0.7651
O -0.1418 0.3225 -1.6553
N 0.0773 0.8524 0.5464
C 0.4964 -0.5034 0.9648
C -0.5546 -1.5101 0.5162
S -2.1099 -1.2825 1.3279
C 1.9344 -0.8379 0.4599
O 2.6529 -0.1005 -0.1999
O 2.3271 -2.0835 0.8558
H -0.7363 2.2262 -2.9018
H -2.1317 2.4957 -2.2275
H -1.2091 2.9970 -0.2041
H 0.3962 3.1819 -1.0294
H -0.0006 1.5448 1.2391
H 0.5198 -0.5421 2.1557
H -0.6929 -1.4492 -0.5920
H -0.1536 -2.5020 0.7272
H -2.8741 -1.8255 0.3480
H 3.2247 -2.1052 0.4591

Values from the calculation:
LUMO	0.0190	Ha
SMILES	NCC(=O)N[C@@H](CS)C(=O)O
frontier orbital gap	9.741	eV

=====

b.
The following is a quantum chemistry calculation of the molecule C5H10N2O3S, from OMol25.

Element x y z (Å)
C 1.0168 0.9202 -0.5214
C 2.0579 0.0114 -0.1852
C -1.0201 -0.2144 -0.1821
C -1.0982 2.0501 -0.4194
C 3.2723 -1.9307 0.2653
N -0.3472 0.8964 -0.4086
N 2.0500 -1.1941 0.2179
O -3.4701 0.7295 -0.5538
O -3.1348 -1.7544 -0.3597
O -3.1001 -0.3336 1.6649
S -2.7652 -0.4041 0.0375
H 1.2380 2.0400 -0.7075
H 3.0893 0.5099 -0.3063
H -0.4571 -1.0829 0.0306
H -2.0533 1.9743 -0.9124
H -1.5680 2.0700 0.4924
H -0.3883 2.9596 -0.5549
H 3.1113 -2.8304 -0.4009
H 4.1575 -1.5266 -0.1016
H 3.4690 -2.4011 1.2684
H -4.0598 -0.4891 1.6369

Values from the calculation:
LUMO	-0.0292	Ha
frontier orbital gap	7.328	eV

=====

Most favorable structure: a. The second most favorable one is 477.5 kJ/mol above it.

=====

a.
The following is a quantum chemistry calculation of the ion C9H12N3 with charge +1, from OMol25.

Element x y z (Å)
C 1.5399 2.1006 -1.3015
C 1.5661 1.5944 -2.6327
C 0.9522 1.3230 -0.3427
C 1.2707 0.2658 -2.8697
C 0.6211 -0.0050 -0.5506
C 0.9072 -0.5242 -1.8103
C 0.2083 -0.8011 0.6214
C -2.0298 -0.4361 0.7699
C -0.8716 -0.9397 2.7512
N -3.5347 -0.2938 -1.0869
N -2.6116 -0.2814 -0.2903
N -0.8763 -0.2073 1.4666
H 1.7816 3.1116 -0.9862
H 1.9205 2.0361 -3.4915
H 0.6849 1.7075 0.6101
H 1.3358 0.0018 -3.8888
H -0.0216 -1.8138 0.1984
H 1.0276 -1.0220 1.3249
H 0.6810 -1.5416 -1.9996
H -1.1515 -1.9473 2.6976
H 0.0516 -0.7035 3.1223
H -1.6346 -0.4318 3.3872
H -4.1707 0.4701 -1.1217
H -0.8405 0.8180 1.5472

Values from the calculation:
LUMO	-0.1379	Ha
total charge	+1
frontier orbital gap	9.229	eV

=====

b.
The following is a quantum chemistry calculation of the ion C9H12N3 with charge +1, from OMol25.

Element x y z (Å)
C 0.7024 -2.1920 -4.3776
C 0.3657 -1.8601 -3.1763
C -0.0145 -1.5385 -2.0174
N -0.3211 -1.5045 -0.7734
N -1.6201 -1.5536 -0.4381
C 0.7487 -1.3033 0.2043
C 0.8421 -0.3225 1.1484
C 2.0459 -0.3471 1.9031
C 2.3986 0.7085 2.6186
N -0.2980 0.5055 1.2308
C -0.6996 1.2263 0.2609
C -1.8790 2.1179 0.4521
H 1.7796 -2.5514 -4.6799
H 0.0396 -2.2434 -5.1371
H -1.8035 -1.5387 0.4840
H -2.2038 -1.9217 -1.1213
H 1.6377 -1.9866 0.2305
H 2.6690 -1.2818 1.9348
H 3.2491 0.7357 3.2455
H 1.7966 1.5971 2.5253
H -0.1828 1.2717 -0.6225
H -2.6097 1.6960 1.2005
H -2.3894 2.1321 -0.4328
H -1.5149 3.0521 0.8801

Values from the calculation:
LUMO (spin up / spin down)	-0.1886 / -0.1885	Ha
SMILES	C=C=C=[N+](N)/C=C(C=C)\N=C\C
total charge	+1
frontier orbital gap (spin up / spin down)	7.148 / 7.149	eV

=====

Most favorable structure: a. The second most favorable one is 132.6 kJ/mol above it.